Record 1
Molecular formula: C3H5FO
Method: DFT, ωB97M-V/def2-TZVPD

The geometry in XYZ format:
```
10
Properties=species:S:1:pos:R:3:forces:R:3
C 1.2516 0.0439 0.0225 0.32 -0.07 -1.89
C -0.1335 -0.1658 0.4963 -0.96 1.74 3.75
O -0.9061 -1.2241 0.0219 -0.44 0.75 -1.72
C -1.2273 0.1765 -0.3990 1.42 -2.55 -0.04
F -2.4242 0.5516 0.0001 -0.60 0.62 0.19
H 1.5402 1.1531 0.0150 -0.76 -1.46 -0.76
H 1.1711 -0.5672 -0.9831 1.12 1.74 1.46
H 2.0291 -0.3549 0.6484 0.09 -0.80 0.29
H -0.3515 -0.0079 1.6163 0.49 0.07 -1.61
H -0.9493 0.3948 -1.4384 -0.68 -0.05 0.31
```
Positions in Å, forces in eV/Å.

## Properties
HOMO: -10.622 eV
charge: 0
multiplicity: 1
SMILES string: C[C@@H]1O[C@H]1F

Taken from the natural (NBO) analysis, the atomic charges in e are: atom 1 (C): -0.65, atom 2 (C): 0.02, atom 3 (O): -0.50, atom 4 (C): 0.42, atom 5 (F): -0.31, atom 6 (H): 0.23, atom 7 (H): 0.23, atom 8 (H): 0.23, atom 9 (H): 0.18, atom 10 (H): 0.16



Record 2
Molecular formula: C58H44IN4O5P2STa
Method: DFT, ωB97M-V/def2-TZVPD

The geometry in XYZ format:
```
116
Properties=species:S:1:pos:R:3:forces:R:3
Ta -0.6322 0.2607 0.2621 -1.87 0.98 1.06
O -0.1097 6.3188 4.1030 -0.17 0.08 -0.08
C -1.0919 6.1331 3.3736 -0.09 -0.22 0.00
O -2.1307 6.7452 3.0988 0.22 0.03 0.10
C -0.9743 4.7938 2.6029 0.06 0.26 -0.08
C -1.4010 4.7097 1.2806 -0.06 -0.01 0.03
C -1.2207 3.5435 0.5727 0.08 -0.09 0.12
N -0.6844 2.4498 1.1352 0.56 -0.42 -0.17
C -0.3167 2.5188 2.4438 -0.14 0.07 -0.50
C -0.4014 3.6608 3.1899 -0.03 0.01 0.07
C 0.1273 1.2339 3.0225 0.12 0.25 -0.24
O 0.4334 1.0061 4.1393 0.05 -0.29 0.19
O 0.0783 0.2654 2.0270 -0.17 -0.25 0.13
H -1.8850 5.5697 0.8318 0.02 -0.02 0.04
H -1.5266 3.4498 -0.4607 0.05 0.02 -0.01
H -0.0421 3.6859 4.2114 -0.03 0.06 -0.01
C 3.3948 -2.9209 -4.3863 -0.02 0.00 0.00
C 3.7111 -2.7413 -2.8897 0.01 -0.01 -0.04
C 5.0776 -3.3691 -2.5638 0.01 0.00 0.04
C 3.7414 -1.2603 -2.5630 0.03 -0.07 -0.04
C 4.7680 -0.4598 -3.0550 0.02 -0.01 -0.01
C 4.8486 0.8946 -2.7807 0.04 0.04 -0.01
C 3.8701 1.4824 -2.0063 0.05 -0.01 -0.02
C 2.8137 0.7142 -1.5250 -0.03 0.11 0.04
P 1.5746 1.5920 -0.5557 0.03 0.04 -0.09
C 1.1464 2.9558 -1.6812 -0.13 0.02 0.02
C 0.8556 4.2552 -1.2627 0.13 -0.03 -0.13
C 0.5093 5.2299 -2.1874 -0.02 0.03 0.01
C 0.4312 4.9169 -3.5356 0.01 -0.02 -0.03
C 0.7220 3.6275 -3.9640 -0.01 0.00 0.02
C 1.0819 2.6551 -3.0459 0.01 0.04 -0.01
C 2.5243 2.1663 0.8750 -0.04 0.07 0.06
C 2.9801 3.4756 1.0295 0.02 -0.14 0.10
C 3.7179 3.8205 2.1549 -0.02 0.02 -0.04
C 4.0132 2.8682 3.1177 0.01 0.01 0.02
C 3.6068 1.5517 2.9408 0.01 -0.01 -0.01
C 2.8706 1.2000 1.8229 0.07 0.00 -0.05
C 2.7617 -0.6401 -1.7992 -0.02 -0.10 0.01
O 1.6777 -1.3213 -1.2619 -0.01 -0.02 -0.11
C 1.6892 -2.7088 -1.3323 0.11 0.10 -0.01
C 0.7041 -3.3525 -0.6033 -0.10 -0.04 0.07
C 0.6513 -4.7426 -0.5965 0.01 -0.05 -0.01
C 1.5640 -5.4731 -1.3290 -0.01 -0.06 0.00
C 2.5314 -4.8054 -2.0590 0.01 0.02 0.01
C 2.6281 -3.4170 -2.0699 0.07 -0.02 -0.08
P -0.5580 -2.4607 0.3303 0.24 -0.15 -0.33
C -2.0740 -3.2052 -0.3423 -0.08 0.04 0.03
C -2.6769 -2.6030 -1.4491 0.04 -0.09 -0.03
C -3.8214 -3.1505 -2.0131 -0.02 0.00 0.01
C -4.3730 -4.3089 -1.4785 0.02 0.00 0.01
C -3.7606 -4.9270 -0.3970 -0.01 0.00 -0.02
C -2.6131 -4.3842 0.1674 -0.04 -0.01 0.03
C -0.2554 -3.0107 2.0278 0.05 0.04 0.03
C -1.2437 -3.4316 2.9145 0.06 -0.04 0.04
C -0.8955 -3.8359 4.1953 0.00 0.01 0.00
C 0.4306 -3.8010 4.6040 -0.01 0.02 0.00
C 1.4164 -3.3589 3.7313 0.00 0.02 0.02
C 1.0762 -2.9682 2.4474 -0.01 -0.02 -0.01
H 4.1586 -2.4403 -5.0003 -0.02 -0.03 0.02
H 2.4271 -2.4796 -4.6349 0.02 -0.01 0.00
H 3.3640 -3.9800 -4.6482 0.01 0.04 0.01
H 5.8707 -2.9106 -3.1530 -0.03 -0.02 0.01
H 5.0874 -4.4335 -2.7950 0.00 0.04 -0.01
H 5.3197 -3.2452 -1.5067 0.00 -0.01 -0.03
H 5.5350 -0.9133 -3.6691 -0.02 0.01 0.01
H 5.6682 1.4837 -3.1694 -0.02 -0.01 0.01
H 3.9158 2.5405 -1.7780 0.01 -0.01 -0.02
H 0.9050 4.5271 -0.2235 0.00 0.03 0.08
H 0.3077 6.2383 -1.8478 0.00 -0.03 0.00
H 0.1586 5.6792 -4.2544 0.02 -0.02 0.02
H 0.6850 3.3818 -5.0181 0.00 0.01 0.04
H 1.3422 1.6658 -3.3999 -0.02 0.03 -0.01
H 2.7864 4.2278 0.2842 0.02 0.05 -0.04
H 4.0587 4.8405 2.2758 -0.03 -0.02 0.01
H 4.5716 3.1487 4.0013 -0.01 -0.01 -0.02
H 3.8570 0.8007 3.6786 0.00 0.01 -0.01
H 2.5757 0.1647 1.6862 -0.02 0.01 0.02
H -0.1046 -5.2541 -0.0150 0.02 0.01 -0.02
H 1.5245 -6.5541 -1.3330 0.00 0.03 0.00
H 3.2383 -5.3830 -2.6397 -0.01 0.01 0.01
H -2.2495 -1.7113 -1.8873 0.00 0.01 -0.02
H -4.2758 -2.6776 -2.8755 0.02 -0.02 0.02
H -5.2655 -4.7384 -1.9152 0.02 0.01 0.01
H -4.1726 -5.8415 0.0103 0.01 0.02 -0.02
H -2.1497 -4.8934 1.0016 -0.02 0.02 -0.02
H -2.2848 -3.4434 2.6241 0.00 -0.04 -0.01
H -1.6654 -4.1768 4.8754 0.01 0.01 0.00
H 0.6960 -4.1168 5.6045 -0.01 0.00 -0.02
H 2.4502 -3.3244 4.0498 -0.03 0.00 -0.01
H 1.8533 -2.6396 1.7647 0.00 -0.04 0.01
S -3.4806 1.5422 -3.1919 -0.04 -0.04 -0.14
C -2.0926 0.7739 -3.8532 -0.15 0.02 -0.10
C -1.2186 0.4010 -2.8900 0.03 -0.08 0.21
C -1.6701 0.7252 -1.5550 0.78 0.01 0.26
C -2.9001 1.3547 -1.6060 -0.16 -0.04 -0.20
C -3.6195 1.7856 -0.4138 -0.05 -0.05 0.02
C -4.8299 2.4599 -0.4255 -0.07 0.09 -0.02
C -5.3926 2.8454 0.7806 -0.05 0.02 0.00
C -4.7211 2.5613 1.9576 0.02 0.02 0.03
C -3.5154 1.8844 1.8832 0.12 0.04 0.00
N -2.9859 1.4881 0.7284 0.12 -0.39 -0.32
H -2.0082 0.6419 -4.9222 -0.01 0.02 0.05
H -0.2896 -0.1117 -3.1126 -0.02 0.03 0.01
H -5.3168 2.6999 -1.3624 0.02 -0.03 0.01
H -6.3356 3.3756 0.7998 0.02 0.01 0.00
H -5.1083 2.8683 2.9193 0.02 0.00 -0.01
H -2.9463 1.6751 2.7795 -0.03 0.04 0.01
I -4.5355 -0.8609 5.2515 0.00 0.00 0.01
C -3.8705 -0.9881 3.3119 0.07 0.02 0.08
C -4.6010 -1.2794 2.1797 -0.03 -0.08 -0.10
N -3.7505 -1.2390 1.1424 -0.10 0.11 -0.03
N -2.5018 -0.9365 1.5303 0.49 0.23 0.12
C -2.5670 -0.7799 2.8550 -0.05 -0.16 0.02
H -5.6430 -1.5304 2.0536 0.05 0.02 -0.02
H -3.9414 -1.4358 0.1697 0.00 -0.06 0.00
H -1.6876 -0.5560 3.4389 -0.04 -0.04 -0.03
```
Positions in Å, forces in eV/Å.

## Properties
HOMO: -11.743 eV
charge: +2
multiplicity: 1

Atom charges from the Löwdin analysis, given in e for atoms 1 to 99: atom 1 (Ta): 1.83, atom 2 (O): 0.02, atom 3 (C): -0.69, atom 4 (O): 0.01, atom 5 (C): -0.04, atom 6 (C): 0.04, atom 7 (C): -0.14, atom 8 (N): -0.05, atom 9 (C): -0.20, atom 10 (C): 0.10, atom 11 (C): -0.49, atom 12 (O): 0.21, atom 13 (O): -0.30, atom 14 (H): 0.14, atom 15 (H): 0.12, atom 16 (H): 0.15, atom 17 (C): 0.00, atom 18 (C): -0.43, atom 19 (C): -0.01, atom 20 (C): -0.08, atom 21 (C): 0.01, atom 22 (C): -0.02, atom 23 (C): -0.06, atom 24 (C): -0.29, atom 25 (P): 1.07, atom 26 (C): -0.34, atom 27 (C): -0.11, atom 28 (C): -0.04, atom 29 (C): -0.04, atom 30 (C): -0.05, atom 31 (C): -0.10, atom 32 (C): -0.35, atom 33 (C): -0.06, atom 34 (C): -0.03, atom 35 (C): -0.03, atom 36 (C): -0.05, atom 37 (C): -0.11, atom 38 (C): -0.18, atom 39 (O): -0.06, atom 40 (C): -0.18, atom 41 (C): -0.28, atom 42 (C): -0.05, atom 43 (C): -0.03, atom 44 (C): 0.01, atom 45 (C): -0.08, atom 46 (P): 1.05, atom 47 (C): -0.37, atom 48 (C): -0.12, atom 49 (C): -0.06, atom 50 (C): -0.05, atom 51 (C): -0.04, atom 52 (C): -0.09, atom 53 (C): -0.36, atom 54 (C): -0.11, atom 55 (C): -0.04, atom 56 (C): -0.04, atom 57 (C): -0.05, atom 58 (C): -0.08, atom 59 (H): 0.09, atom 60 (H): 0.10, atom 61 (H): 0.09, atom 62 (H): 0.09, atom 63 (H): 0.09, atom 64 (H): 0.11, atom 65 (H): 0.12, atom 66 (H): 0.12, atom 67 (H): 0.12, atom 68 (H): 0.09, atom 69 (H): 0.12, atom 70 (H): 0.12, atom 71 (H): 0.12, atom 72 (H): 0.10, atom 73 (H): 0.10, atom 74 (H): 0.12, atom 75 (H): 0.12, atom 76 (H): 0.12, atom 77 (H): 0.10, atom 78 (H): 0.11, atom 79 (H): 0.12, atom 80 (H): 0.12, atom 81 (H): 0.07, atom 82 (H): 0.12, atom 83 (H): 0.12, atom 84 (H): 0.12, atom 85 (H): 0.10, atom 86 (H): 0.10, atom 87 (H): 0.12, atom 88 (H): 0.12, atom 89 (H): 0.12, atom 90 (H): 0.11, atom 91 (S): 1.14, atom 92 (C): -0.36, atom 93 (C): -0.24, atom 94 (C): -0.40, atom 95 (C): -0.52, atom 96 (C): -0.31, atom 97 (C): 0.01, atom 98 (C): 0.00, atom 99 (C): 0.01



Record 3
Molecular formula: C15H13N3O10Ru
Method: DFT, ωB97M-V/def2-TZVPD

The geometry in XYZ format:
```
42
Properties=species:S:1:pos:R:3:forces:R:3
Ru -0.3972 -0.4510 0.5170 -0.62 -0.93 0.51
O 5.5438 0.3581 -0.9175 -0.02 0.00 0.00
C 4.2262 0.2439 -0.6145 0.08 0.00 -0.01
C 3.4851 -0.8837 -0.9313 0.02 -0.02 -0.06
C 2.1554 -0.9050 -0.5867 -0.07 0.13 -0.10
N 1.5442 0.0982 0.0703 0.28 0.20 0.02
C 2.2645 1.1981 0.3689 0.04 -0.23 -0.16
C 3.6014 1.2968 0.0266 0.01 0.02 0.02
C 1.6384 2.3663 1.1410 -0.16 0.17 0.20
O 2.3185 3.3914 1.1995 -0.06 -0.07 -0.03
O 0.5156 2.1223 1.6599 0.06 0.00 0.07
C 1.2941 -2.0795 -1.0064 0.03 -0.03 -0.15
O 1.7942 -3.0034 -1.6158 -0.04 0.01 0.09
O 0.0402 -1.9727 -0.6835 -0.01 0.22 -0.19
H 5.8355 -0.4423 -1.3671 0.00 0.00 0.00
H 3.8926 -1.7360 -1.4607 -0.03 -0.01 0.01
H 4.1252 2.2065 0.2803 -0.02 0.00 0.00
O -3.5601 -2.1885 5.1453 0.08 -0.08 0.01
C -2.7446 -1.2271 5.5404 0.39 -0.28 0.03
O -2.6720 -0.8629 6.6913 -0.18 0.11 -0.03
C -1.8374 -0.6535 4.5097 -0.16 0.09 0.00
C -0.9078 0.3441 4.7557 0.11 -0.05 -0.09
N -0.2613 0.5915 3.6102 -0.14 -0.02 0.24
N -0.7390 -0.1719 2.6259 0.09 0.54 -0.25
C -1.7059 -0.9179 3.1362 -0.04 -0.15 -0.09
C -2.5172 -1.6996 2.1377 -0.01 0.11 -0.07
O -3.4456 -2.4045 2.5525 0.19 -0.12 -0.03
O -2.1964 -1.4947 0.9240 0.04 0.06 0.23
H -3.4520 -2.4042 4.1650 -0.31 0.30 0.00
H -0.6939 0.8719 5.6692 0.01 -0.01 -0.01
H 0.3101 1.3833 3.2954 0.09 0.05 -0.18
C -3.6450 0.9884 -0.6661 0.02 -0.01 -0.03
C -2.2790 1.4653 -0.1887 -0.18 -0.04 -0.16
C -2.0119 2.9144 -0.5671 0.10 0.00 -0.09
O -1.2519 0.6668 -0.7485 0.46 0.14 0.12
H -4.4385 1.5623 -0.1805 -0.02 -0.02 -0.02
H -3.7834 -0.0709 -0.4512 0.03 0.05 0.05
H -3.7267 1.1334 -1.7469 0.01 0.00 0.03
H -2.2338 1.4109 0.9073 0.02 -0.13 0.07
H -2.0509 3.0218 -1.6542 0.00 0.02 0.02
H -1.0250 3.2148 -0.2154 -0.04 -0.01 0.02
H -2.7605 3.5723 -0.1214 -0.03 0.01 -0.01
```
Positions in Å, forces in eV/Å.

## Properties
HOMO (alpha / beta): -5.980 / -5.680 eV
charge: -1
multiplicity: 2

Taken from the natural (NBO) analysis, the atomic charges in e are: atom 1 (Ru): 1.32, atom 2 (O): -0.65, atom 3 (C): 0.34, atom 4 (C): -0.30, atom 5 (C): 0.11, atom 6 (N): -0.43, atom 7 (C): 0.14, atom 8 (C): -0.27, atom 9 (C): 0.74, atom 10 (O): -0.69, atom 11 (O): -0.80, atom 12 (C): 0.74, atom 13 (O): -0.62, atom 14 (O): -0.64, atom 15 (H): 0.48, atom 16 (H): 0.24, atom 17 (H): 0.27, atom 18 (O): -0.68, atom 19 (C): 0.79, atom 20 (O): -0.61, atom 21 (C): -0.27, atom 22 (C): 0.04, atom 23 (N): -0.30, atom 24 (N): -0.31, atom 25 (C): 0.06, atom 26 (C): 0.77, atom 27 (O): -0.67, atom 28 (O): -0.67, atom 29 (H): 0.51, atom 30 (H): 0.24, atom 31 (H): 0.48, atom 32 (C): -0.63, atom 33 (C): 0.07, atom 34 (C): -0.62, atom 35 (O): -0.61, atom 36 (H): 0.20, atom 37 (H): 0.24, atom 38 (H): 0.20, atom 39 (H): 0.17, atom 40 (H): 0.20, atom 41 (H): 0.24, atom 42 (H): 0.20



Record 4
Molecular formula: C4H5IO
Method: DFT, ωB97M-V/def2-TZVPD

The geometry in XYZ format:
```
11
Properties=species:S:1:pos:R:3:forces:R:3
C -1.1486 -1.0396 0.2233 -0.56 3.00 -0.45
C -2.0763 -0.0564 0.0989 2.71 -1.58 0.32
C 0.3596 -0.6607 0.2221 -0.69 1.47 -0.58
C 0.1420 1.6137 -0.0149 -2.15 -0.10 2.92
O 0.5716 0.6602 0.7686 0.24 -0.88 0.92
I -4.1093 0.0592 -0.0075 0.15 -0.18 -0.08
H -1.1405 -2.0975 0.0982 -1.05 -0.87 0.19
H 0.9614 -1.3390 0.8365 -0.03 0.07 -0.60
H 0.5855 -0.5399 -0.8719 0.56 -0.86 0.89
H 0.3537 1.4811 -0.9879 0.42 0.00 -3.57
H -0.2951 2.5043 0.4206 0.41 -0.08 0.03
```
Positions in Å, forces in eV/Å.

## Properties
HOMO (alpha / beta): -8.159 / -7.422 eV
charge: 0
multiplicity: 1

Taken from the natural (NBO) analysis, the atomic charges in e are: atom 1 (C): -0.40, atom 2 (C): -0.28, atom 3 (C): -0.08, atom 4 (C): 0.05, atom 5 (O): -0.47, atom 6 (I): 0.22, atom 7 (H): 0.22, atom 8 (H): 0.21, atom 9 (H): 0.18, atom 10 (H): 0.14, atom 11 (H): 0.19



Q: Which ΔE to the lowest compared entry with this formula, charge and spin values were calculated for the entries above? A: 31.60; 35.54; 23.99; 109.37, in kcal per mole.
Q: Which E values were calculated for the entries above? A: -292.34596; -4266.97382; -1591.16436; -528.14919, in a.u..